Here is a gas-phase ion, C3H12N2 (charge +1) in a non-equilibrium geometry from the Open Molecules 2025 dataset. Energies are from ωB97M-V/def2-TZVPD.

Computed properties:
- Spin multiplicity: 2
- E_LUMO (alpha / beta): -3.869 / -3.939 eV
- Charge: +1
- Gap between HOMO and LUMO (alpha / beta): 2.859 / 13.147 eV

Structure (XYZ):
```
17
Properties=species:S:1:pos:R:3:forces:R:3
H 2.665359 0.139926 -0.585176 -0.1 0.0 0.1
H 1.021011 -0.124054 1.025738 0.1 -0.1 0.2
H 2.183866 -0.769726 -1.834168 -0.6 -0.1 -0.1
H 0.781306 1.622451 -0.757379 0.0 0.6 0.1
N 2.059380 0.153239 -1.411083 1.0 0.2 0.3
H 2.508128 0.829196 -2.034965 -0.3 0.0 -0.2
H -2.429092 -1.226676 0.593062 -0.3 0.0 -0.1
N -1.939047 -0.705058 1.383408 1.1 0.2 0.4
H -0.842994 1.124558 1.517606 -0.3 0.2 0.4
C -1.076828 0.366116 0.789584 0.6 -0.4 -0.6
H -1.656105 0.787064 -0.025124 -0.2 0.2 -0.1
H -1.341355 -1.381106 1.888845 0.1 -0.2 0.0
C 0.677155 0.577707 -0.982844 0.9 -0.1 1.1
H 0.128415 -1.249836 -0.027157 0.1 0.0 0.2
H 0.030407 0.461940 -1.799537 -1.0 -0.3 -1.1
H -2.535805 -0.305028 2.121148 -0.7 0.1 0.0
C 0.258461 -0.203725 0.255438 -0.6 -0.1 -0.6
```
Forces are in eV/Å.

Here is a molecular structure, C6H11N2Rb in a non-equilibrium geometry from the Open Molecules 2025 dataset. Energies are from ωB97M-V/def2-TZVPD.

Computed properties:
- E_LUMO: -7.041 eV
- Charge: +2
- Gap between HOMO and LUMO: 11.112 eV

Structure (XYZ):
```
20
Properties=species:S:1:pos:R:3:forces:R:3
C -9.766782 5.901017 -25.996835 -1.6 1.5 0.4
Rb -10.596714 8.555342 -26.123872 0.7 5.4 -3.3
N -9.257456 4.721225 -25.591996 0.7 0.4 0.6
H -8.102395 3.044784 -25.809713 0.8 0.4 0.7
C -6.933408 4.763785 -26.724999 -0.9 -1.1 1.5
C -9.627462 4.495746 -24.340082 -0.9 2.3 1.1
C -8.226030 3.998838 -26.322160 0.0 -1.4 -1.6
H -6.499006 4.098171 -27.470901 0.4 0.5 0.0
H -9.639437 6.350135 -26.970731 0.4 -0.7 -0.1
H -7.073331 5.782842 -27.085648 -0.2 -0.2 -0.2
H -6.344510 4.780370 -25.807918 0.5 0.2 -0.4
N -10.403473 5.581251 -23.899573 1.4 -3.3 -2.0
H -12.138750 6.153168 -23.042086 -0.1 -0.1 0.7
C -10.537850 6.417075 -24.965090 0.3 -2.4 0.7
C -11.302425 5.508036 -22.772911 -0.2 -0.1 1.0
H -9.277661 3.696049 -23.704049 -0.1 -0.1 -0.1
H -11.625789 4.480239 -22.608098 -0.3 0.1 -0.4
H -10.787868 5.758834 -21.845326 -0.1 0.6 -0.1
H -8.660927 3.553495 -27.216939 -0.6 0.7 -0.3
H -11.253481 7.225910 -24.956887 -0.2 -2.6 1.8
```
Forces are in eV/Å.

Here is a molecular structure, C29H33As2IrN2O2S4Si in a non-equilibrium geometry from the Open Molecules 2025 dataset. Energies are from ωB97M-V/def2-TZVPD.

Computed properties:
- Spin multiplicity: 2
- E_LUMO (alpha / beta): 1.306 / 1.256 eV
- Charge: -1
- Gap between HOMO and LUMO (alpha / beta): 5.491 / 5.636 eV

Structure (XYZ):
```
74
Properties=species:S:1:pos:R:3:forces:R:3
H -0.028347 -1.944943 2.982685 -0.1 0.0 0.0
Si -1.010714 0.357642 2.979557 0.0 -0.3 -0.1
C -1.581948 -2.354763 -3.714797 0.1 0.0 -0.1
Ir 0.464405 -0.235462 0.188263 -0.4 -0.7 -1.7
C 3.189092 -5.689305 -1.318885 -0.1 0.0 0.0
H 1.822009 -1.690758 2.383060 -0.2 0.0 0.0
C -3.549117 -3.701172 -3.383680 0.0 0.0 0.0
C 0.618594 4.165139 -0.222355 0.0 0.0 0.1
C -0.225222 5.080424 0.389061 0.1 0.1 0.0
H 3.049630 -1.983768 -6.001928 0.0 0.0 0.0
N -0.076332 1.058389 1.680835 0.5 0.2 0.1
H -2.262279 2.017343 4.395812 0.0 0.0 0.0
C -1.210206 -2.560210 -2.393263 -0.2 -0.1 0.3
C -2.042177 -3.302952 -1.557657 0.1 0.0 0.0
C 0.699000 2.862419 0.237007 0.2 0.0 0.1
C 1.518243 -3.459601 -1.517980 0.1 0.0 0.2
C -0.898268 3.367279 1.940875 0.0 -0.1 0.1
C 2.532999 0.032160 -5.464365 0.0 0.0 0.0
H 1.376707 -6.839074 -1.294892 0.0 0.0 0.0
O 4.636287 -0.077955 -0.463314 -0.1 0.0 -0.2
C 2.906983 -3.304348 -1.469395 -0.1 0.1 0.0
C 1.242642 0.280814 -3.453265 0.0 0.0 0.1
H 3.333656 -2.309401 -1.527545 0.1 0.0 -0.1
H 3.057678 0.474568 -6.302083 0.0 0.0 0.0
H 0.961433 -0.826902 3.955925 0.0 0.0 0.1
H -0.556339 -1.463901 4.594893 0.0 0.0 0.0
C 0.979649 -4.738504 -1.437049 0.0 0.0 -0.1
H -3.818388 -4.487028 -1.400109 0.0 0.0 0.0
C -1.355666 1.419149 4.499268 0.1 0.2 0.0
H 1.851061 -2.990131 -4.101030 0.1 0.0 0.0
H -0.963864 -1.746710 -4.362121 0.0 0.0 0.0
H -1.501206 3.071050 2.786365 -0.1 0.1 -0.1
O 2.416854 -0.107906 -0.741788 -0.7 0.4 0.3
H -1.486664 0.764038 5.364097 0.0 0.0 0.0
S -1.258492 4.038410 -3.404953 0.1 -0.4 -0.1
H -3.200775 -0.851274 3.088546 0.0 0.0 0.0
C 3.733956 -4.412798 -1.375135 0.1 -0.1 0.0
S -2.408602 2.048379 -0.664541 -0.3 0.3 0.1
S -4.696773 3.872586 -2.572312 -0.1 -0.3 0.1
H 1.213339 4.466346 -1.074425 0.0 0.0 0.0
H 3.833800 -6.556519 -1.252899 0.0 0.0 0.0
C -3.195338 -3.889888 -2.053884 0.0 0.0 0.0
C -2.752553 -2.918111 -4.205590 0.0 -0.1 0.0
H -4.453919 -4.152153 -3.770939 0.0 0.0 0.0
C -0.060554 -1.111409 3.687179 0.0 -0.1 -0.1
H 0.766693 0.916252 -2.716923 0.0 0.1 -0.1
H -0.092232 -4.877614 -1.473732 0.0 0.0 0.0
H -1.787652 -3.413720 -0.508684 0.0 0.0 0.0
H -0.295281 6.093149 0.015299 0.0 0.0 0.0
H -0.526282 2.096187 4.718681 0.0 0.0 0.0
H -3.045293 -2.741051 -5.232330 0.0 0.0 0.0
C 3.262936 -0.615111 1.392036 0.0 0.0 0.3
H -1.621485 5.376342 1.987357 0.0 0.0 0.0
H 1.842025 1.915868 -4.695114 0.0 0.0 0.0
S -1.406423 0.352293 -1.081616 1.0 -0.5 0.7
H -2.474508 -0.939821 1.474143 0.0 0.0 0.0
H 2.187639 -2.280813 0.890797 0.0 -0.1 0.1
H 1.386931 2.172181 -0.236104 0.0 0.0 -0.1
N 2.050894 -1.432915 1.433236 -0.6 0.4 -0.1
As -2.891187 2.827218 -2.832365 0.2 0.6 0.1
C 2.531462 -1.346360 -5.296110 0.0 0.0 0.0
C 3.504094 -0.229833 -0.045636 0.2 0.2 0.2
H 4.808858 -4.283744 -1.352991 0.0 0.0 0.0
C 1.867444 0.842983 -4.555890 0.0 0.0 -0.1
H 3.083143 0.301327 1.959393 0.0 0.0 0.0
C 1.252200 -1.099162 -3.271475 0.0 0.2 -0.1
C 1.811595 -5.848496 -1.343484 0.0 0.0 0.0
C -0.091128 2.412178 1.304837 0.0 0.1 0.2
C -2.643981 -0.287658 2.333096 -0.1 0.0 0.1
H -3.277049 0.535790 1.991165 0.0 0.0 0.0
As 0.435809 -1.837040 -1.673768 0.4 -0.2 -0.4
C 1.872169 -1.912789 -4.214665 0.0 0.0 0.1
C -0.963617 4.674410 1.488749 0.0 0.0 0.0
H 4.143728 -1.117291 1.792583 0.0 0.0 0.0
```
Forces are in eV/Å.

Here is 2 unconnected molecules or ions with the total composition C2H8NO in a non-equilibrium geometry from the Open Molecules 2025 dataset. Energies are from ωB97M-V/def2-TZVPD.

Computed properties:
- E_LUMO: -4.890 eV
- Charge: +1
- Gap between HOMO and LUMO: 12.045 eV

Structure (XYZ):
```
12
Properties=species:S:1:pos:R:3:forces:R:3
H -0.961168 -1.884588 0.303108 0.0 0.0 0.0
H 0.429778 0.669462 -0.246236 -0.9 -0.2 -0.2
H 0.632848 -1.614526 -0.412014 0.0 -0.2 -0.3
C -1.448815 0.602864 0.573660 -0.8 -0.8 -1.3
H -2.180240 -0.138484 0.899586 -0.1 0.4 0.1
H 2.661775 0.408597 0.037874 -0.3 0.0 0.0
O 1.940935 1.054218 0.122662 0.9 -0.2 -0.1
N -0.466866 0.113881 -0.070758 0.4 0.5 0.3
H -0.906941 -1.450560 -1.394568 0.4 0.1 -0.1
C -0.406409 -1.306566 -0.435404 -0.1 -0.1 0.7
H 2.417812 1.888440 0.082399 -0.2 0.4 0.0
H -1.712709 1.657264 0.539696 0.7 0.1 0.8
```
Forces are in eV/Å.

Here is 4 unconnected molecules or ions with the total composition H9O4 in a non-equilibrium geometry from the Open Molecules 2025 dataset. Energies are from ωB97M-V/def2-TZVPD.

Computed properties:
- Spin multiplicity: 2
- E_LUMO (alpha / beta): -8.960 / -16.999 eV
- Charge: +2
- Gap between HOMO and LUMO (alpha / beta): 12.712 / 4.302 eV

Structure (XYZ):
```
13
Properties=species:S:1:pos:R:3:forces:R:3
H 0.703632 -0.317053 0.231270 0.2 -1.7 0.6
O 0.432704 2.417950 -0.743132 -0.7 -0.8 0.0
H -0.066628 -1.969450 -1.217135 0.4 -0.8 -0.3
H 0.613419 2.107694 -1.666743 0.0 0.5 -0.1
H 1.082382 -2.660976 -0.323311 -0.2 -0.1 -0.3
H 1.374556 0.931955 0.682064 0.2 0.6 1.2
H -0.555254 2.474643 -0.643413 0.3 0.5 -0.2
O -1.599212 -0.183460 0.692752 0.2 -0.4 -0.4
O 0.952140 0.147389 1.094753 0.5 0.2 -1.4
O 0.431121 -1.946485 -0.392347 -0.5 1.3 0.4
H -1.190539 -1.085324 0.732106 -0.4 -0.1 0.0
H -2.286561 -0.261365 0.000954 -0.4 0.1 0.2
H 0.108235 0.344477 1.552187 0.2 0.6 0.3
```
Forces are in eV/Å.

Here is a single C3H4BrNO2 molecule in a non-equilibrium geometry from the Open Molecules 2025 dataset. Energies are from ωB97M-V/def2-TZVPD.

Computed properties:
- E_LUMO: 0.294 eV
- SMILES: O=C1COCN1Br
- Gap between HOMO and LUMO: 9.871 eV

Structure (XYZ):
```
11
Properties=species:S:1:pos:R:3:forces:R:3
C -1.019989 -0.812348 0.096594 1.5 0.6 -5.3
H -1.567274 -1.300885 0.788443 -1.3 -2.3 2.1
C 0.502716 -1.061967 -0.015431 -1.9 3.3 1.7
Br 2.809724 0.617514 -0.190891 -0.2 -0.2 -0.1
N 1.078992 0.147413 0.154971 -2.5 3.3 0.1
O 1.014251 -2.096701 -0.142143 1.8 -3.9 -0.8
H -0.149023 1.706057 -0.979420 0.0 -0.3 1.4
C -0.186128 1.331745 0.101181 3.5 -1.7 -1.6
H 0.098783 2.110189 0.848269 -0.7 -0.8 -0.5
O -1.266080 0.545224 0.364019 -0.2 0.8 0.4
H -1.315972 -1.186237 -1.025595 0.0 1.1 2.4
```
Forces are in eV/Å.